1.
Entry from the OMol25 dataset: a molecular structure, C23H40B2F4N7O4SScSi2 (ωB97M-V/def2-TZVPD).

Geometry as XYZ:
```
84
Properties=species:S:1:pos:R:3:lowdin_charge:R:1
Sc 0.24990 1.26514 -1.05640 1.163
C -2.36029 1.66297 2.45290 0.057
C -1.55660 1.06408 1.35120 -0.242
N -0.31535 1.27290 1.08769 0.060
O 0.30174 2.26156 2.00846 0.025
B 0.34041 3.65193 1.47316 -0.985
F 0.82233 4.63426 2.42774 0.117
F -0.82752 4.06730 0.88824 0.191
O 1.44201 3.63861 0.33744 -0.001
N 0.87446 3.27371 -0.81629 -0.082
C 0.26712 4.15028 -1.58656 -0.180
C 0.66786 5.59439 -1.65509 0.044
C -0.79388 3.64418 -2.48768 -0.163
N -0.91995 2.33978 -2.53581 -0.019
O -1.88151 1.81149 -3.38939 0.028
B -2.95453 1.07814 -2.53391 -1.063
F -3.95858 0.63673 -3.30204 0.239
F -3.39942 2.06817 -1.59727 0.126
O -2.40103 -0.13007 -1.86931 0.053
N -1.64311 0.19492 -0.78481 -0.012
C -2.28664 0.36125 0.35525 -0.181
C -3.73854 -0.09537 0.47198 0.046
C -1.70563 4.60958 -3.21685 0.049
H -3.31599 1.94479 1.97667 0.110
H -2.67014 0.83104 3.10757 0.100
H -1.88982 2.47898 3.04643 0.125
H -0.11450 6.18581 -1.24797 0.101
H 1.63035 5.69158 -1.13443 0.114
H 0.75305 5.95384 -2.67948 0.107
H -4.18419 -0.24731 -0.50699 0.098
H -3.87245 -0.96054 1.07821 0.072
H -4.46134 0.57960 0.94459 0.109
H -1.30022 5.21220 -3.95716 0.075
H -2.44271 3.91562 -3.66541 0.104
H -2.25511 5.25575 -2.46730 0.143
C 3.25479 1.33912 1.29953 -0.126
Si 3.69016 0.31382 -0.18085 0.520
C 4.32770 1.41815 -1.55471 -0.125
C 5.09487 -0.90262 0.04001 -0.100
C 2.09991 -0.61711 -0.75628 -0.135
C 2.12006 -0.68416 -2.17285 -0.384
C 3.13633 -1.21460 -3.00019 -0.001
C 2.91719 -1.14474 -4.39555 0.005
C 1.71124 -0.69880 -4.95813 -0.003
C 0.83738 -0.09469 -4.07240 -0.064
N 1.09351 0.00010 -2.76463 0.027
Si 1.77178 -2.09950 0.29767 0.456
C 2.17560 -1.77316 2.06847 -0.156
C -0.06913 -2.61574 0.18462 -0.124
C 2.63334 -3.68046 -0.05616 -0.126
H 3.93724 2.14384 1.47319 0.061
H 3.30482 0.74360 2.22801 0.057
H 2.21629 1.71722 1.17987 0.014
H 4.08219 1.12627 -2.57011 0.033
H 5.40968 1.43128 -1.51590 0.055
H 3.97154 2.43362 -1.44018 0.043
H 5.95327 -0.27636 0.24342 0.067
H 5.19605 -1.41628 -0.92705 0.046
H 5.00178 -1.60388 0.89877 0.056
H 3.98096 -1.76325 -2.64604 0.110
H 3.67338 -1.61110 -5.10424 0.156
H 1.43473 -0.79548 -6.03578 0.146
H -0.03877 0.45957 -4.39385 0.127
H 1.56477 -0.91770 2.37157 0.044
H 3.26650 -1.64609 2.23537 0.051
H 1.73582 -2.59259 2.62444 0.055
H -0.31171 -3.65821 0.48497 0.064
H -0.61948 -2.54190 -0.79574 0.064
H -0.58387 -2.06858 0.99368 -0.003
H 3.73727 -3.63306 0.01299 0.054
H 2.31355 -4.11091 -1.05103 0.079
H 2.32420 -4.38570 0.73547 0.074
S -2.07482 -2.30249 3.77196 0.670
C -3.19606 -3.47743 4.02927 -0.877
N -4.07578 -4.00026 3.10956 0.029
C -4.72977 -5.24115 3.59654 -0.120
C -4.38458 -5.19453 5.07967 -0.145
N -3.41693 -4.14031 5.20207 0.025
H -4.18447 -3.61773 2.17863 0.132
H -4.40890 -6.11492 3.10437 0.099
H -5.83290 -5.25104 3.43329 0.136
H -4.04397 -6.17160 5.41013 0.128
H -5.31727 -4.92425 5.61133 0.133
H -2.77969 -4.04151 5.97544 0.146
```

Output
**Net charge**: +2
**Orbital gap (spin up / spin down)**: 2.369 / 2.377 eV
**Strongest force on any atom**: 4.62 eV Å⁻¹
**HOMO energy (spin up / spin down)**: -13.31 / -13.32 eV
**2S+1**: 1


2.
Entry from the OMol25 dataset: a molecular structure, C2H10N3 (ωB97M-V/def2-TZVPD).

Geometry as XYZ:
```
15
Properties=species:S:1:pos:R:3:nbo_charge:R:1
N -0.20994 1.75317 -1.97508 -0.989
H 0.64795 1.56656 -2.49519 0.421
H -0.40294 2.74523 -1.91160 0.419
H -0.99628 1.38690 -2.49632 0.417
H -0.05282 1.17778 -0.74935 0.439
C 0.66173 -1.97337 1.46116 -0.489
N 0.00759 0.56069 0.40012 -0.825
C -0.90595 -0.55025 0.39713 0.229
N -0.58470 -1.73206 0.72472 -0.330
H 1.55532 -1.77048 0.76671 0.196
H 0.76368 -3.01154 1.77822 0.247
H 0.70727 -1.41312 2.43495 0.219
H 0.97156 0.28658 0.59200 0.426
H -0.29501 1.24793 1.10970 0.427
H -1.86747 -0.27401 -0.03716 0.191
```

Output
**Net charge**: +1
**Orbital gap**: 10.543 eV
**Relative energy (zero: lowest compared OMol25 entry of this formula, charge and spin)**: 1.709 eV
**Strongest force on any atom**: 2.08 eV Å⁻¹
**HOMO energy**: -13.99 eV
**2S+1**: 1


Question: Among the records above, which one has the lowest strongest force on any atom?
Answer: C2H10N3